# 1
The following is a quantum chemistry calculation of a structure of composition C20H29N4OPReS6Sb, from the OMol25 dataset.

- E_LUMO (spin up / spin down) (eV) = -2.93 / -3.39
- frontier orbital gap (spin up / spin down) (Ha) = 0.2496 / 0.2305
- relative energy (zero: lowest compared OMol25 entry of this formula, charge and spin) (kcal per mole) = 0.0

ORCA input file:
```
! RIJCOSX wB97M-V def2-TZVPD def2/J DEFGRID3
* xyz 1 4
Re 0.804 -0.329 0.740
C -3.967 2.308 -0.803
C -2.651 2.790 -0.322
N -2.265 4.015 -0.237
N -0.971 3.928 0.214
C -0.537 2.688 0.411
S 0.957 2.166 0.982
N -1.621 1.944 0.082
N -1.614 0.559 0.113
H -4.671 3.136 -0.809
H -4.357 1.515 -0.164
H -3.878 1.919 -1.820
H -0.431 4.767 0.340
H -2.289 0.202 0.778
H -1.798 0.201 -0.817
S 0.775 -5.215 0.088
Sb 3.232 -4.641 -0.049
S 0.444 -3.848 1.603
S 1.877 -2.391 1.136
S 3.441 -4.248 -2.220
C 2.832 -0.337 -2.217
P 1.118 -0.351 -1.601
C 0.319 -1.735 -2.474
C -0.621 -2.524 -1.818
C -1.272 -3.551 -2.489
C -0.978 -3.800 -3.821
C -0.042 -3.017 -4.485
C 0.601 -1.988 -3.817
C 0.333 1.094 -2.411
C 0.963 2.339 -2.364
C 0.355 3.457 -2.919
C -0.895 3.348 -3.519
C -1.530 2.115 -3.571
C -0.918 0.991 -3.023
H 2.866 -0.055 -3.267
H 3.238 -1.344 -2.095
H 3.429 0.362 -1.633
H -0.823 -2.355 -0.767
H -1.989 -4.172 -1.965
H -1.462 -4.620 -4.336
H 0.192 -3.215 -5.525
H 1.324 -1.379 -4.348
H 1.933 2.436 -1.888
H 0.858 4.417 -2.889
H -1.362 4.219 -3.965
H -2.493 2.020 -4.062
H -1.404 0.023 -3.099
C 0.790 1.757 6.068
C 0.066 0.740 5.187
S 1.105 0.254 3.797
O 0.104 -0.373 2.793
C 1.995 -1.129 4.540
C 1.106 -2.277 4.993
H 0.135 2.080 6.876
H 1.082 2.637 5.494
H 1.688 1.332 6.522
H -0.817 1.162 4.709
H -0.230 -0.156 5.733
H 2.577 -0.682 5.352
H 2.680 -1.437 3.755
H 0.672 -2.102 5.976
H 1.697 -3.191 5.049
H 0.303 -2.456 4.279
*
```

***

# 2
The following is a quantum chemistry calculation of a cluster of 3 separate species, C20H30BNO10S in total in a non-equilibrium geometry, from the OMol25 dataset.

- E_LUMO (eV) = 0.35
- SMILES string = C[C@H](C[C@@]1(B(N)O)COS(=O)(=O)O1)OCc1ccccc1.O=C1CCCO1.O=C1CCCO1
- frontier orbital gap (Ha) = 0.3401

ORCA input file:
```
! RIJCOSX wB97M-V def2-TZVPD def2/J DEFGRID3
* xyz 0 1
C -2.417 3.153 2.751
C -2.384 2.571 1.348
C -2.919 1.122 1.260
C -1.943 -0.016 1.540
B -2.841 -1.381 1.411
N -3.067 -2.291 2.483
O -3.442 -1.620 0.180
C -0.724 -0.220 0.592
O 0.451 -0.208 1.434
S 0.045 -0.626 2.894
O -0.060 -2.050 2.928
O 0.861 0.026 3.851
O -1.371 0.052 2.883
O -1.056 2.687 0.863
C -0.994 2.992 -0.518
C 0.426 2.878 -1.019
C 1.482 2.609 -0.158
C 2.773 2.531 -0.660
C 3.018 2.735 -2.007
C 1.959 2.993 -2.870
C 0.674 3.062 -2.373
H -3.359 2.950 3.260
H -2.311 4.239 2.682
H -1.570 2.798 3.340
H -3.028 3.196 0.713
H -3.372 0.931 0.286
H -3.729 1.042 1.993
H -2.556 -3.163 2.460
H -2.998 -1.882 3.404
H -2.845 -1.757 -0.561
H -0.745 -1.162 0.038
H -0.552 0.577 -0.121
H -1.647 2.315 -1.087
H -1.340 4.024 -0.670
H 1.316 2.462 0.902
H 3.597 2.306 0.008
H 4.034 2.691 -2.385
H 2.159 3.159 -3.920
H -0.135 3.256 -3.068
O 0.561 1.888 -5.264
C 1.166 1.718 -6.280
O 2.170 2.544 -6.662
C 2.657 2.175 -7.964
C 2.261 0.712 -8.137
C 0.965 0.643 -7.331
H 2.182 2.823 -8.703
H 3.731 2.339 -7.990
H 2.158 0.420 -9.180
H 3.014 0.070 -7.679
H 0.091 0.909 -7.927
H 0.799 -0.321 -6.857
O -1.613 -6.029 4.510
C -0.541 -5.831 5.001
O 0.192 -6.827 5.559
C 1.381 -6.292 6.164
C 1.622 -4.960 5.463
C 0.196 -4.514 5.142
H 1.198 -6.170 7.234
H 2.189 -7.007 6.026
H 2.187 -4.254 6.067
H 2.171 -5.124 4.535
H -0.255 -3.954 5.963
H 0.129 -3.935 4.228
*
```

***

# 3
The following is a quantum chemistry calculation of a structure of composition C20H30CaClO2 in a non-equilibrium geometry, from the OMol25 dataset.

- E_LUMO (eV) = 2.08
- frontier orbital gap (Ha) = 0.1728
- relative energy (zero: lowest compared OMol25 entry of this formula, charge and spin) (kcal per mole) = 67.8

ORCA input file:
```
! RIJCOSX wB97M-V def2-TZVPD def2/J DEFGRID3
* xyz -1 1
O -1.009 -2.003 -0.052
C -2.455 -2.153 -0.161
C -2.278 -3.527 -0.797
H -2.862 -1.423 -0.870
H -2.899 -2.146 0.842
C -0.770 -3.142 -0.938
H -2.863 -3.640 -1.714
H -2.452 -4.285 -0.021
C -0.399 -2.702 -2.368
H -1.223 -2.094 -2.785
H -0.230 -3.537 -3.079
H 0.521 -2.086 -2.355
C 0.309 -3.978 -0.250
H 0.011 -4.136 0.803
H 1.238 -3.396 -0.291
H 0.524 -4.946 -0.739
Ca 0.660 2.061 0.398
C 1.730 -0.436 3.268
C 1.291 0.861 3.655
C -0.110 0.942 3.386
H 1.915 1.651 4.068
C -0.514 -0.290 2.789
C 0.643 -1.114 2.657
H 0.681 -2.075 2.147
H 2.733 -0.835 3.418
H -0.756 1.792 3.621
H -1.538 -0.581 2.524
C 3.510 0.084 1.067
C 3.155 -1.165 0.497
C 2.466 -0.921 -0.720
H 3.387 -2.149 0.924
C 2.409 0.488 -0.922
C 3.098 1.115 0.179
H 3.345 2.180 0.267
H 4.020 0.230 2.025
H 2.111 -1.691 -1.406
H 2.014 1.007 -1.803
O -0.730 1.532 -1.369
C -1.873 1.037 -2.283
C -2.806 2.222 -2.557
H -2.411 0.296 -1.671
H -1.446 0.589 -3.199
C -2.350 3.359 -1.643
H -3.804 1.871 -2.278
H -2.847 2.528 -3.607
C -1.183 2.804 -0.829
H -3.118 3.648 -0.928
H -1.978 4.251 -2.154
H -1.541 2.534 0.183
H -0.349 3.544 -0.821
Cl 1.770 4.725 -0.007
C 1.587 4.164 1.636
H 2.599 4.004 2.036
H 1.067 4.932 2.227
*
```

***

What did the third record say?
The following is a quantum chemistry calculation of a structure of composition C20H30CaClO2 in a non-equilibrium geometry, from the OMol25 dataset.

- E_LUMO (eV) = 2.08
- frontier orbital gap (Ha) = 0.1728
- relative energy (zero: lowest compared OMol25 entry of this formula, charge and spin) (kcal per mole) = 67.8

ORCA input file:
```
! RIJCOSX wB97M-V def2-TZVPD def2/J DEFGRID3
* xyz -1 1
O -1.009 -2.003 -0.052
C -2.455 -2.153 -0.161
C -2.278 -3.527 -0.797
H -2.862 -1.423 -0.870
H -2.899 -2.146 0.842
C -0.770 -3.142 -0.938
H -2.863 -3.640 -1.714
H -2.452 -4.285 -0.021
C -0.399 -2.702 -2.368
H -1.223 -2.094 -2.785
H -0.230 -3.537 -3.079
H 0.521 -2.086 -2.355
C 0.309 -3.978 -0.250
H 0.011 -4.136 0.803
H 1.238 -3.396 -0.291
H 0.524 -4.946 -0.739
Ca 0.660 2.061 0.398
C 1.730 -0.436 3.268
C 1.291 0.861 3.655
C -0.110 0.942 3.386
H 1.915 1.651 4.068
C -0.514 -0.290 2.789
C 0.643 -1.114 2.657
H 0.681 -2.075 2.147
H 2.733 -0.835 3.418
H -0.756 1.792 3.621
H -1.538 -0.581 2.524
C 3.510 0.084 1.067
C 3.155 -1.165 0.497
C 2.466 -0.921 -0.720
H 3.387 -2.149 0.924
C 2.409 0.488 -0.922
C 3.098 1.115 0.179
H 3.345 2.180 0.267
H 4.020 0.230 2.025
H 2.111 -1.691 -1.406
H 2.014 1.007 -1.803
O -0.730 1.532 -1.369
C -1.873 1.037 -2.283
C -2.806 2.222 -2.557
H -2.411 0.296 -1.671
H -1.446 0.589 -3.199
C -2.350 3.359 -1.643
H -3.804 1.871 -2.278
H -2.847 2.528 -3.607
C -1.183 2.804 -0.829
H -3.118 3.648 -0.928
H -1.978 4.251 -2.154
H -1.541 2.534 0.183
H -0.349 3.544 -0.821
Cl 1.770 4.725 -0.007
C 1.587 4.164 1.636
H 2.599 4.004 2.036
H 1.067 4.932 2.227
*
```